No. 1
C2H5N2O3 | ωB97M-V/def2-TZVPD

Results
HOMO level ... -4.00 eV
Total charge ... -1
SMILES string ... COCN=[N+]([O-])[O-]
Total energy ... -11274.14958 eV

Each line ends with the Löwdin charge.
Element x y z (Å)
C  1.242  0.572  -0.661  -0.09
O  1.426  -0.226  0.564  -0.23
C  0.290  -0.878  0.840  -0.30
N  -0.949  0.204  1.012  0.05
N  -1.695  0.300  -0.022  -0.61
O  -2.737  1.047  0.124  -0.16
O  -1.471  -0.257  -1.090  -0.13
H  0.386  0.189  -1.308  0.07
H  2.276  0.574  -1.095  0.08
H  0.820  1.579  -0.263  0.10
H  -0.069  -1.658  0.083  0.11
H  0.480  -1.445  1.814  0.11

Atoms 1-2, force components in eV/Å:
C -0.4572 0.8577 1.1747
O 1.0957 0.8173 -1.8980

=====

No. 2
C2H5N2O3 | ωB97M-V/def2-TZVPD

Results
HOMO level (alpha / beta) ... -2.68 / -2.68 eV
Total charge ... -1
Total energy ... -11272.47487 eV

Each line ends with the Löwdin charge.
Element x y z (Å)
C  -1.515  -0.895  -0.390  -0.12
C  0.121  0.807  0.611  -0.23
N  1.062  0.613  -0.281  0.05
N  2.032  -0.230  0.113  -0.49
O  2.062  -0.728  1.279  -0.06
O  2.825  -0.487  -0.776  -0.02
O  -0.724  1.939  0.364  -0.08
H  -2.180  -1.459  0.113  -0.14
H  -1.004  -1.680  -0.950  -0.06
H  -2.198  -0.462  -1.101  -0.08
H  0.078  0.401  1.635  0.12
H  -0.559  2.180  -0.617  0.13

Atoms 1-2, force components in eV/Å:
C 2.3188 1.3849 -1.0924
C -3.4021 0.3431 -1.1085

=====

No. 3
C2H5N2S | ωB97M-V/def2-TZVPD

Results
HOMO level (alpha / beta) ... -11.11 / -14.59 eV
Total charge ... +1
Expectation value of S² ... 2.0099
Total energy ... -15957.93707 eV
2S+1 ... 3

Each line ends with the Löwdin charge.
Element x y z (Å)
C  -0.599  -0.133  -0.440  -0.61
C  1.101  -0.536  1.010  -0.33
N  0.877  0.481  0.009  0.17
N  -1.579  0.406  -1.070  0.13
S  -0.530  -1.442  0.650  1.01
H  2.026  -1.070  0.717  0.12
H  1.070  0.023  1.982  0.14
H  1.528  0.847  -0.604  0.12
H  -1.445  1.289  -1.546  0.15
H  -2.448  0.134  -0.708  0.10

Atoms 1-2, force components in eV/Å:
C 3.3437 -1.3862 -0.4407
C 0.4170 1.1842 -0.5149